16
Properties=species:S:1:pos:R:3:forces:R:3:lowdin_charge:R:1 method="wB97M-V/def2-TZVPD" charge=0 e_tot_ha=-183.77138 largest_force_ev_per_a=3.7 e_homo_ev=-9.8 lumo_ev=0.39 spin_multiplicity=1
B -1.03217 1.52336 -0.34647 0.2 -0.6 0.6 -0.024
C 1.78416 0.06696 -0.60624 0.0 0.0 0.3 -0.113
C -1.41415 -1.17862 -0.11626 1.6 3.3 0.8 0.045
C 1.00042 0.06264 0.69971 0.1 0.1 -0.1 -0.301
C -0.46324 0.43097 0.57618 -1.5 -2.9 -0.7 -0.244
H -0.36551 2.13839 -1.08548 0.3 0.2 -0.5 0.019
H -2.17492 1.77270 -0.27549 -0.5 0.1 0.0 0.019
H 1.71927 1.03779 -1.08785 0.0 0.1 -0.1 0.058
H 1.39954 -0.68652 -1.28968 0.0 -0.1 -0.1 0.071
H 2.83318 -0.14829 -0.40826 0.1 0.0 -0.1 0.070
H -2.45042 -1.01764 0.11993 -0.3 0.0 0.0 0.032
H -0.95139 -1.98427 0.42554 0.1 -0.2 0.2 0.036
H -1.21768 -1.20146 -1.17544 0.0 -0.2 -0.2 0.030
H 1.09052 -0.92445 1.16440 0.0 0.1 0.1 0.099
H 1.46036 0.77619 1.39049 0.1 0.0 0.0 0.108
H -0.92370 0.39578 1.56372 -0.2 0.1 0.0 0.094

=====

16
Properties=species:S:1:pos:R:3:forces:R:3:lowdin_charge:R:1 method="wB97M-V/def2-TZVPD" charge=0 smiles=BCC(C)C e_tot_ha=-183.77879 largest_force_ev_per_a=3.7 e_homo_ev=-10.8 lumo_ev=0.64 spin_multiplicity=1
B 2.34505 0.16491 -0.24386 0.3 0.6 2.5 0.006
C 0.89160 0.50866 0.15292 -1.2 -2.0 0.7 -0.228
C -0.47964 -0.07490 -0.37342 1.3 -0.6 -1.9 -0.462
C -0.70823 -1.44147 0.25988 3.1 -2.0 -0.3 -0.108
C -1.59150 0.90363 -0.08770 -0.1 -0.3 0.0 -0.094
H 2.63683 -0.33779 -1.22715 0.5 -0.5 -1.1 0.004
H 3.19879 0.54820 0.64227 -0.9 -0.5 -1.5 0.055
H 0.90801 1.50057 -0.16376 0.1 2.5 -0.7 0.077
H 0.78573 0.61311 1.25829 0.1 -0.1 -0.6 0.113
H -0.51831 -0.22484 -1.52221 0.7 0.0 1.7 0.155
H -0.73969 -1.52674 1.34583 -0.4 0.8 0.2 0.066
H 0.31674 -2.12386 0.10964 -2.7 1.5 -0.2 0.136
H -1.58079 -1.94393 -0.14657 0.1 -0.2 -0.1 0.063
H -2.49911 0.33406 0.13229 -0.1 0.5 0.2 0.081
H -1.78623 1.64481 -0.85978 0.0 -0.2 -0.3 0.079
H -1.17925 1.45559 0.72332 -0.7 0.6 1.3 0.058

=====

26
Properties=species:S:1:pos:R:3:forces:R:3:lowdin_charge:R:1 method="wB97M-V/def2-TZVPD" charge=+1 e_tot_ha=-4339.73348 largest_force_ev_per_a=5.2 e_homo_ev=-13.3 lumo_ev=-8.14 spin_multiplicity=1
Be 30.43356 -7.44775 6.54814 -3.4 -1.9 -3.5 0.892
B 29.23188 -7.52934 4.91840 2.6 1.0 1.4 -0.686
H 28.43406 -7.84560 4.26442 -2.4 0.0 -0.7 -0.039
H 28.87456 -7.20243 5.88261 -1.0 1.9 4.5 -0.073
H 29.87535 -8.38369 5.06083 2.3 -1.9 0.6 -0.103
H 29.83517 -6.72387 4.52919 2.8 2.5 -1.3 0.016
C 28.49525 -4.96937 3.89436 -0.9 1.8 -0.2 -1.411
Cl 27.46089 -5.30275 5.36661 1.2 1.7 -0.7 0.608
Cl 29.55720 -3.53550 4.17345 -0.2 -1.0 0.2 0.537
Cl 27.41459 -4.54513 2.56602 0.0 -0.3 0.1 0.567
H 29.08995 -5.84566 3.63637 -0.6 0.9 -0.1 -0.040
C 26.27259 -7.72206 4.81470 -0.1 0.7 0.1 -1.230
Cl 25.87373 -9.35809 4.54036 -0.4 -2.1 0.1 0.633
Cl 24.85909 -6.77050 5.25324 -0.4 -0.1 0.0 0.558
H 27.01897 -7.65055 5.60583 -0.9 -0.1 -0.3 -0.084
H 26.70901 -7.44395 3.85538 -0.5 0.8 0.5 -0.079
C 29.15920 -10.15816 6.01462 -0.5 -1.1 0.4 -0.847
Cl 30.91306 -9.95493 5.98302 1.1 -0.4 1.1 0.729
Cl 28.42534 -9.03084 7.18142 0.2 -1.0 0.9 0.742
H 28.79839 -10.07920 4.98911 -0.3 0.3 0.8 0.015
H 28.93418 -11.16493 6.36659 0.2 0.1 0.1 0.071
C 29.22991 -8.83252 2.80816 0.4 -0.5 -2.4 -0.969
Cl 29.96492 -9.96027 1.61978 -0.2 0.3 0.6 0.560
Cl 27.89109 -7.92275 1.98388 0.7 -0.7 0.1 0.634
H 28.90620 -9.37720 3.69509 -0.2 0.0 -1.5 -0.025
H 29.95025 -8.06879 3.10123 0.1 -0.6 -0.7 0.025

=====

18
Properties=species:S:1:pos:R:3:forces:R:3:lowdin_charge:R:1 method="wB97M-V/def2-TZVPD" charge=0 smiles="B1=NCCCC1.N" e_tot_ha=-293.28103 largest_force_ev_per_a=5.2 e_homo_ev=-9.1 lumo_ev=-0.01 spin_multiplicity=1
B 0.58320 0.79570 0.19578 -1.6 -1.7 -0.1 -0.158
N -0.55545 0.35045 0.58323 1.3 3.5 -0.9 0.091
C -0.93355 -0.94800 0.26277 -0.7 -3.1 2.6 -0.287
C 0.26465 -1.69256 -0.26329 -0.5 -0.5 -2.6 -0.240
C 1.15689 -1.03287 -1.31713 0.7 0.3 1.7 -0.174
C 1.76834 0.22628 -0.62156 2.0 1.4 1.6 -0.139
H -1.83914 -1.21643 -0.32074 0.2 1.1 0.4 0.121
H -1.04000 -1.39426 1.34653 -0.7 0.0 -2.1 0.146
H 0.04519 -2.66998 -0.66347 -0.5 -0.6 0.3 0.113
H 0.87909 -1.75980 0.55111 1.8 -0.8 2.2 0.077
H 0.56600 -0.74338 -2.20529 0.8 -0.4 0.1 0.127
H 2.04423 -1.73183 -1.39388 -1.2 0.7 -1.0 0.134
H 2.17610 0.94139 -1.31395 0.3 0.2 -0.5 0.072
H 2.65043 0.05851 0.16013 -1.7 -0.3 -1.8 0.144
N -2.11498 2.92000 1.35683 -4.3 -1.4 1.0 0.026
H -1.54296 3.12744 0.65536 3.4 1.9 -3.4 -0.083
H -1.54581 2.66566 2.12385 0.3 -0.9 0.7 -0.010
H -2.56224 2.10368 0.86372 0.4 0.6 1.8 0.038

=====

40
Properties=species:S:1:pos:R:3:forces:R:3:lowdin_charge:R:1 method="wB97M-V/def2-TZVPD" charge=-2 e_tot_ha=-8122.86858 largest_force_ev_per_a=4.9 e_homo_ev=-4.3 lumo_ev=-1.37 spin_multiplicity=1
Hf -0.82100 1.02564 -1.08778 -0.3 1.1 -0.4 1.771
Cl -5.65677 -0.76969 -3.06761 -0.9 0.5 -2.7 0.615
O -5.81015 -2.06603 -2.49211 -0.3 -0.5 0.7 -0.376
O -4.41507 -0.18754 -2.64003 0.6 0.7 1.0 -0.428
O -5.58113 -0.89537 -4.52313 -0.2 0.0 0.7 -0.401
O -6.80462 0.08964 -2.76124 1.0 -0.6 0.4 -0.400
Cl 4.24001 0.74192 -2.66588 -1.7 1.0 -2.8 0.537
O 4.40915 1.35254 -3.96360 -0.3 -0.4 -0.4 -0.379
O 2.85222 0.60650 -2.33688 -2.1 -0.7 -0.2 -0.434
O 4.87077 -0.50352 -2.64011 1.2 -2.2 0.2 -0.338
O 4.74202 1.62404 -1.73175 2.5 2.5 3.4 -0.373
Cl -0.18477 -3.93747 -2.03748 1.0 0.6 0.2 0.634
O 0.75674 -4.57169 -2.95726 -0.9 0.6 0.8 -0.360
O -1.39676 -4.69443 -1.94405 -0.3 0.0 -0.5 -0.362
O 0.36721 -3.80265 -0.71097 0.5 -0.4 0.3 -0.407
O -0.43712 -2.55385 -2.48105 -0.4 0.0 -0.4 -0.430
C 2.38942 -1.25037 3.13506 -0.3 -0.9 0.7 -0.096
C 2.18801 0.18353 2.76067 -1.0 0.7 -2.9 -0.356
O 1.16732 0.42986 1.77504 -0.3 -0.4 1.1 -0.195
H 1.62708 -1.57246 3.84443 -0.4 -0.3 -0.4 0.070
H 3.31294 -1.44639 3.67984 0.3 0.5 0.0 0.070
H 2.45635 -1.87528 2.24450 -0.5 0.0 0.1 0.089
H 3.03605 0.36041 2.09912 0.9 0.7 0.0 0.127
H 2.14128 0.92079 3.56214 0.0 0.0 0.1 0.105
Br -3.16074 3.36579 0.56462 1.7 -1.6 -1.0 -0.371
Br -0.73213 2.62031 -4.53776 0.0 -0.9 2.2 -0.300
C 2.76400 5.23407 1.00953 -0.7 -1.6 -0.7 0.062
N 1.40999 5.12385 0.34425 -1.5 -0.1 -1.6 -0.425
O 0.63619 6.04121 0.51721 0.3 0.2 0.5 0.057
O 1.12639 4.18535 -0.42378 1.3 0.8 1.5 -0.013
H 2.66660 5.83949 1.91068 0.1 0.0 -0.5 0.095
H 3.43919 5.56196 0.21915 0.0 0.3 0.3 0.106
H 2.99040 4.18676 1.20949 0.3 0.2 0.3 0.095
C -3.11332 -3.38744 2.36658 0.2 -1.0 0.1 0.045
N -2.72996 -1.98802 2.20569 0.9 0.6 -0.7 -0.458
O -2.63173 -1.34171 3.21911 0.0 0.4 0.5 0.063
O -2.55135 -1.54531 1.08682 0.0 -0.1 -0.2 0.040
H -2.70618 -3.69507 3.32976 -0.7 0.2 0.1 0.097
H -2.65811 -4.06644 1.64559 -0.2 0.6 -0.5 0.108
H -4.19841 -3.34291 2.27321 0.1 -0.5 0.3 0.114

=====

19
Properties=species:S:1:pos:R:3:forces:R:3:lowdin_charge:R:1 method="wB97M-V/def2-TZVPD" charge=-1 e_tot_ha=-2912.40076 largest_force_ev_per_a=2.7 e_homo_ev="-3.7 / -3.8" lumo_ev="2.32 / 2.35" spin_multiplicity=10
Ho 2.19012 -0.48395 0.22707 -0.7 1.0 0.1 0.802
Cl 0.40947 -1.17775 -1.67183 0.4 -0.4 -0.5 -0.085
C 2.85044 1.15536 -1.16643 -1.5 0.5 -0.6 -0.409
H 3.83360 1.19261 -0.73175 1.0 0.6 -0.2 -0.073
H 2.24926 2.10065 -1.05697 0.9 -0.8 -0.2 -0.015
H 2.82501 0.70617 -2.18985 0.3 0.7 0.8 -0.038
Dy -1.09637 -0.29423 0.18915 0.2 0.0 -0.8 0.823
C -1.90525 -2.06772 1.24637 0.1 -1.1 0.4 -0.367
C -2.56393 1.13579 -0.60333 -0.4 0.8 -0.9 -0.360
C 0.50006 0.68822 1.31258 1.0 -0.6 0.7 -0.626
H -2.25827 2.03076 -0.05163 -0.5 0.1 -0.3 -0.039
H -2.36202 1.12202 -1.69521 -0.5 0.3 0.6 -0.028
H -3.44876 0.61722 -0.25116 -0.6 0.4 -0.2 -0.054
H -1.46437 -1.93056 2.24052 -0.4 -0.5 0.0 -0.045
H -2.95413 -1.81359 1.14350 -0.4 -0.5 0.3 -0.057
H -1.53998 -2.93303 0.65460 -0.5 0.2 0.6 -0.033
H 0.62153 1.76599 1.19796 0.2 0.1 0.8 -0.093
H 0.52248 0.10579 2.27315 -0.1 1.0 0.1 -0.105
Cl 3.59109 -1.91975 -1.06673 1.8 -1.9 -0.7 -0.197

=====

19
Properties=species:S:1:pos:R:3:forces:R:3:lowdin_charge:R:1 method="wB97M-V/def2-TZVPD" charge=0 e_tot_ha=-1018.03593 largest_force_ev_per_a=2.9 e_homo_ev="-7.8 / -7.7" lumo_ev="-0.85 / -0.79" spin_multiplicity=1
C 0.80989 -0.65253 -0.54913 -2.1 -1.8 0.9 -0.160
C -0.51118 -2.40447 0.24680 -1.3 -0.4 0.2 -0.157
C 1.63197 1.48198 1.12406 -0.1 0.0 0.2 -0.116
C 1.82927 0.24650 -0.93014 1.9 1.1 -0.6 -0.561
N 0.68437 -1.77170 -0.06193 1.1 1.7 -0.8 0.009
N 1.76945 1.49278 -0.31830 0.1 0.1 -0.1 -0.121
Si -2.32630 0.20994 -0.80510 1.4 -0.5 0.2 0.677
Cl 3.67280 -0.55809 -0.55792 -0.7 0.1 -0.1 0.304
H -1.37961 -1.69907 -0.04326 0.6 -0.5 0.2 -0.026
H -0.55672 -2.60910 1.31656 -0.1 0.0 0.0 0.089
H -0.60078 -3.34514 -0.29428 -0.1 0.0 0.0 0.087
H 0.65257 1.06552 1.37394 0.1 0.1 0.1 0.072
H 2.40399 0.87508 1.60709 0.0 0.0 0.0 0.070
H 1.69220 2.50279 1.49837 -0.1 -0.1 0.0 0.085
H 1.90886 0.33072 -2.01493 0.0 -0.1 0.2 0.108
H 2.51903 2.09890 -0.62593 -0.1 -0.1 -0.1 0.118
H -2.00703 1.52863 -0.29655 -0.1 0.5 0.0 -0.164
H -2.35643 0.05407 -2.24837 -0.2 0.1 -0.4 -0.160
H -3.50014 -0.35906 -0.15214 -0.3 -0.1 0.1 -0.153

=====

19
Properties=species:S:1:pos:R:3:forces:R:3:lowdin_charge:R:1 method="wB97M-V/def2-TZVPD" charge=+1 e_tot_ha=-783.07437 largest_force_ev_per_a=7.2 e_homo_ev=-13.2 lumo_ev=-3.81 spin_multiplicity=1
C -0.20886 1.56487 0.13440 -0.2 -1.3 7.1 -0.069
C -2.18602 0.49326 -0.43699 -0.8 -2.3 -0.4 -0.569
C -0.67521 -1.66986 0.57189 1.4 -0.9 0.4 -0.130
C 1.59075 0.33814 -1.17553 -1.6 0.6 -0.5 0.034
N -1.56331 1.29822 0.44964 0.0 -0.3 -2.4 -0.029
N -0.42327 -0.81666 -0.55054 -2.1 0.5 -1.0 -0.102
N 0.48180 0.14759 -0.22239 1.1 0.6 3.7 -0.207
Cl -2.28700 0.89136 -2.08675 0.2 0.3 -0.2 0.752
H -0.05121 2.12964 -0.66306 0.5 2.6 -3.4 0.062
H 0.26937 1.99167 1.17709 -0.8 -0.8 -3.1 0.207
H -3.15825 -0.08640 -0.11145 2.3 1.1 -0.3 0.155
H 0.26812 -2.29068 0.82748 -1.4 1.0 -0.1 0.126
H -1.05738 -1.09644 1.41863 0.3 -0.2 0.6 0.069
H -1.44921 -2.34773 0.27696 -0.3 -0.6 -0.1 0.081
H 2.31012 -0.35766 -0.98114 1.9 -2.0 0.7 0.075
H 1.24540 0.12118 -2.17100 -0.4 0.4 -0.4 0.114
H 2.00806 1.29986 -1.01721 0.3 1.0 -0.2 0.098
H -1.92142 1.10101 1.34071 0.4 0.2 1.8 0.127
H 0.91406 -0.03005 0.77183 -0.6 -0.1 -2.2 0.206

=====

19
Properties=species:S:1:pos:R:3:forces:R:3:lowdin_charge:R:1 method="wB97M-V/def2-TZVPD" charge=+1 e_tot_ha=-783.13652 largest_force_ev_per_a=3.3 e_homo_ev=-12.5 lumo_ev=-4.53 spin_multiplicity=1
C -2.64583 -0.38975 0.05149 -0.5 -1.0 1.9 -0.094
C -1.90734 0.76780 0.66068 1.3 0.4 1.3 -0.192
C -0.67663 1.21180 -0.07741 -0.3 -0.4 -0.4 -0.082
C 2.97454 -0.44362 0.52050 -2.8 0.6 1.6 -0.541
N 5.19774 -0.35261 -0.26572 -0.1 1.2 -0.8 0.029
N 4.05261 -0.87954 0.17114 2.5 -1.0 -0.1 -0.130
N -0.03460 0.52328 -0.95860 0.1 1.8 0.7 0.188
Cl 2.50411 1.35888 0.40601 0.6 -0.3 0.0 0.478
H -2.04065 -1.32125 0.17593 -0.8 0.5 0.3 0.103
H -2.74305 -0.28611 -0.96128 -0.5 0.5 -2.8 0.044
H -3.68876 -0.45428 0.48042 1.4 -0.3 -0.3 0.123
H -2.40699 1.75182 0.74095 -0.5 -0.8 0.3 0.136
H -1.66143 0.37323 1.71374 0.1 1.3 -1.2 0.170
H -0.36073 2.24773 -0.01112 0.1 0.0 0.4 0.136
H 2.18040 -1.00350 1.15999 1.6 0.9 -1.6 0.104
H 5.98898 -1.01358 -0.36174 -1.2 0.8 -0.1 0.123
H -0.28812 -0.44774 -1.01829 0.4 -0.5 -0.8 0.136
H 5.24723 0.61293 -0.72908 -0.3 -2.1 1.1 0.136
H 0.78642 1.03181 -1.39482 -1.0 -1.6 0.4 0.132

=====

18
Properties=species:S:1:pos:R:3:forces:R:3:lowdin_charge:R:1 method="wB97M-V/def2-TZVPD" charge=0 e_tot_ha=-368.25287 largest_force_ev_per_a=9.6 e_homo_ev=-8.1 lumo_ev=1.13 spin_multiplicity=1
C -0.05353 -1.96225 0.04261 -3.2 -2.5 -0.3 -0.123
C 1.54160 1.66696 -0.03435 -1.6 -0.3 4.9 -0.061
C -0.28355 -0.47619 -0.21856 4.0 -0.3 1.9 -0.291
C 1.38616 0.21985 0.52576 -2.8 1.6 -9.0 -0.198
N -2.37529 0.67875 -0.32508 -0.4 1.1 0.8 -0.037
N -1.28931 0.22931 0.47159 -2.0 -0.3 0.5 -0.145
F 2.31802 -0.46119 -0.25502 0.6 -1.0 1.2 -0.072
H -0.05917 -2.34071 1.12545 0.2 0.9 -1.5 0.091
H -0.89090 -2.67187 -0.49999 1.3 1.8 1.4 0.113
H 0.77929 -2.34522 -0.51364 1.0 0.2 0.2 0.042
H 0.70265 2.22647 0.45608 0.5 -0.1 -0.5 0.079
H 2.44594 2.13755 0.34901 0.2 -0.1 -0.3 0.070
H 1.41817 1.74330 -1.04830 0.0 -0.1 -2.5 0.035
H -0.32733 -0.35727 -1.33011 0.3 0.6 1.1 0.139
H 1.39086 0.12186 1.52038 0.5 -0.9 3.7 0.074
H -2.27675 1.65324 -0.60387 0.2 -0.6 0.1 0.069
H -2.79717 0.12209 -1.05611 0.6 -0.5 0.2 0.067
H -1.62968 -0.18468 1.39416 0.6 0.5 -2.0 0.148